161
Properties=species:S:1:pos:R:3:forces:R:3 method="wB97M-V/def2-TZVPD" e_homo_ev=-10.410 molar_mass_g_mol=1093.35 lumo_ev=-0.66 fmax_ha_per_bohr=0.05225
C 3.471 -3.045 -0.053 -0.80 0.37 -0.02
C 2.284 -2.108 -0.399 0.60 -0.32 0.54
C 2.706 -0.639 -0.632 -0.47 -1.04 -0.55
Cl 4.410 -0.512 -1.227 -0.20 -0.09 0.09
C 1.807 0.150 -1.640 0.88 0.82 -0.55
C 1.998 -0.176 -3.163 0.01 -1.17 -0.04
C 2.347 -1.628 -3.518 0.36 0.24 0.13
N 3.504 -1.900 -3.970 -0.08 -0.04 -0.35
O 2.486 1.483 -1.607 -1.55 2.02 0.84
S 1.978 2.409 -0.348 2.28 -0.67 0.18
O 1.593 3.760 -0.656 -0.68 -1.64 -0.58
O 3.056 2.379 0.624 -1.44 -0.73 -0.15
O 0.781 1.396 0.024 0.90 1.59 0.42
C 0.363 0.503 -1.108 0.49 0.43 0.96
C -0.465 -0.507 -0.285 -0.14 0.03 -0.44
C -0.909 -1.884 -0.816 -1.17 -0.37 -0.06
C -2.368 -2.111 -0.333 0.99 -0.15 0.54
C -0.892 -2.212 -2.317 0.14 -0.25 -0.12
C -0.464 1.531 -1.935 -0.95 -0.46 -0.19
Cl -1.313 0.780 -3.358 0.43 0.31 0.17
C -1.518 2.319 -1.043 -0.35 0.59 -1.32
C -1.511 3.806 -1.476 -0.66 -0.78 0.28
Cl -3.251 1.786 -1.343 0.36 -0.17 0.53
H 4.019 -2.584 0.775 0.25 -0.20 -0.25
H 3.084 -4.000 0.301 -0.01 0.13 -0.05
H 4.097 -3.240 -0.918 0.14 0.16 0.18
H 1.663 -2.110 0.500 -0.13 0.05 -0.31
H 1.674 -2.533 -1.199 0.22 0.22 -0.09
H 2.727 -0.146 0.340 -0.09 0.16 -0.27
H 1.124 0.106 -3.755 0.00 0.05 0.31
H 2.831 0.420 -3.546 -0.07 -0.08 0.27
H 1.626 -2.440 -3.440 -0.27 0.40 0.21
H 3.548 -2.904 -4.156 0.06 0.02 -0.04
H 0.097 -0.659 0.643 -0.09 0.03 -0.18
H -1.362 0.047 0.036 0.46 -0.22 -0.20
H -0.349 -2.664 -0.291 0.21 0.33 -0.15
H -2.373 -1.960 0.752 -0.34 -0.01 -0.16
H -2.644 -3.153 -0.522 -0.14 0.46 -0.02
H -3.063 -1.410 -0.809 0.05 -0.18 0.01
H -1.915 -2.188 -2.716 0.20 0.18 0.02
H -0.284 -1.589 -2.968 0.04 -0.01 0.25
H -0.558 -3.244 -2.466 -0.02 0.17 0.07
H 0.166 2.288 -2.411 0.14 -0.25 0.26
H -1.412 2.170 0.026 0.29 -0.10 -0.16
H -0.522 4.255 -1.385 -0.17 0.00 0.00
H -1.888 3.834 -2.506 0.39 0.18 0.05
H -2.269 4.325 -0.881 0.33 0.19 -0.05
O 4.949 1.284 2.964 -0.21 0.05 0.06
H 4.280 1.597 2.345 0.17 0.01 -0.29
H 4.621 1.566 3.825 0.10 -0.08 0.08
O 2.209 1.865 4.354 -0.08 0.20 0.33
H 2.476 2.022 3.441 -0.05 -0.09 -0.05
H 1.707 2.656 4.589 -0.15 0.03 -0.34
O -2.502 0.521 1.862 -0.16 -0.02 0.09
H -3.178 0.822 1.242 -0.02 0.06 0.06
H -2.798 0.874 2.713 0.05 -0.08 0.10
O -4.441 -4.447 -0.750 -0.02 -0.24 -0.16
H -5.207 -4.906 -1.107 -0.06 0.00 0.04
H -4.314 -4.849 0.117 0.05 0.24 0.12
O 6.928 -2.139 -4.015 -0.03 -0.11 -0.18
H 7.325 -1.462 -4.573 0.01 0.10 0.12
H 5.980 -2.007 -4.122 -0.07 0.06 0.21
O -0.994 2.781 -6.502 -0.15 -0.08 -0.03
H -1.721 2.304 -6.917 -0.01 0.01 0.01
H -0.867 2.347 -5.651 0.05 -0.05 0.05
O 2.860 2.319 7.288 0.20 0.23 0.10
H 2.488 2.091 6.429 0.13 -0.29 -0.08
H 3.554 2.958 7.086 0.03 -0.04 -0.03
O -2.293 -5.004 -2.845 -0.07 0.05 -0.17
H -2.746 -5.832 -3.032 0.01 -0.04 0.07
H -2.797 -4.632 -2.105 -0.10 -0.08 0.03
O -4.150 -3.042 2.365 0.08 -0.24 -0.01
H -4.472 -3.485 3.163 -0.07 0.26 -0.09
H -3.828 -2.192 2.683 0.06 0.03 -0.04
O -0.043 3.932 3.733 0.06 0.18 0.01
H 0.226 4.091 2.822 0.17 -0.01 0.03
H -0.542 4.723 3.976 -0.07 -0.04 0.01
O -4.486 3.952 -3.636 -0.11 0.13 0.23
H -5.318 3.559 -3.921 0.00 0.01 -0.04
H -4.263 3.483 -2.821 0.11 -0.25 -0.12
O -5.952 -3.298 4.491 -0.23 0.09 0.12
H -6.630 -3.001 3.870 -0.07 -0.02 -0.24
H -6.244 -2.969 5.349 0.06 -0.12 0.06
O -0.791 2.833 6.303 0.19 0.10 0.24
H -0.233 3.162 7.020 0.06 -0.21 0.08
H -0.357 3.141 5.497 -0.19 -0.05 -0.15
O 0.084 -3.151 -5.048 0.23 -0.16 -0.21
H -0.361 -2.654 -5.744 -0.19 -0.03 0.04
H -0.500 -3.902 -4.891 0.02 0.02 0.10
O -8.101 -2.359 2.354 0.08 0.07 0.03
H -7.652 -1.736 1.773 0.10 -0.06 0.00
H -9.037 -2.228 2.174 -0.03 -0.05 0.09
O -7.391 -4.156 -1.894 0.17 -0.05 -0.18
H -6.960 -3.509 -2.462 0.03 0.06 0.08
H -8.332 -4.027 -2.051 -0.03 -0.12 0.04
O -3.587 1.147 5.007 0.11 0.09 -0.01
H -3.903 0.715 5.807 0.00 -0.08 -0.03
H -3.267 2.005 5.311 0.01 0.05 -0.03
O -2.639 3.417 2.003 0.04 0.23 -0.17
H -1.717 3.142 2.034 -0.05 -0.17 0.18
H -2.646 4.185 1.421 -0.15 0.05 0.04
O 5.719 0.263 -5.649 0.02 -0.15 -0.21
H 5.261 0.788 -6.318 -0.05 0.04 0.05
H 5.130 -0.488 -5.502 -0.16 0.14 0.19
O 7.017 -1.051 -7.880 -0.07 0.05 0.28
H 6.726 -0.668 -7.034 0.01 0.05 -0.09
H 7.558 -1.805 -7.634 0.05 -0.02 -0.15
O -5.792 -6.932 -2.709 0.16 0.11 0.01
H -5.599 -6.824 -3.645 -0.03 -0.06 -0.02
H -6.243 -6.117 -2.463 -0.31 0.01 -0.05
O 1.538 3.242 9.688 -0.02 0.06 -0.09
H 2.143 3.030 8.963 -0.20 -0.10 0.01
H 1.291 2.386 10.050 0.00 0.00 0.05
O 1.706 3.154 -5.360 -0.39 -0.22 -0.08
H 0.999 3.438 -5.952 0.09 -0.05 -0.11
H 1.447 3.464 -4.486 0.37 0.27 0.03
O -4.336 6.071 -1.427 -0.04 -0.14 0.10
H -4.627 5.397 -2.054 0.06 0.14 -0.20
H -4.857 6.848 -1.651 0.03 0.04 0.02
O 5.137 0.735 9.290 -0.08 0.15 -0.04
H 4.524 1.051 8.619 -0.09 -0.07 -0.05
H 4.736 0.995 10.128 0.14 -0.01 0.08
O -5.176 -3.620 7.127 -0.08 -0.25 0.11
H -4.684 -3.905 6.348 0.07 0.11 -0.01
H -5.408 -4.442 7.573 -0.04 0.01 0.00
O 1.693 -3.247 2.433 -0.06 0.02 0.22
H 1.371 -3.745 3.191 -0.06 -0.01 -0.03
H 2.012 -2.423 2.818 0.02 -0.01 0.04
O -2.450 -1.956 -5.784 -0.07 0.05 -0.08
H -2.715 -2.467 -5.011 0.04 -0.04 0.03
H -2.222 -1.092 -5.427 -0.02 0.04 0.05
O 4.496 -5.621 -1.253 0.08 -0.24 -0.12
H 5.427 -5.749 -1.463 0.01 0.07 0.00
H 4.133 -6.513 -1.231 -0.03 0.00 0.01
O 3.445 3.690 -3.268 -0.13 0.08 0.13
H 3.929 3.456 -4.066 -0.02 0.06 -0.05
H 3.264 2.848 -2.839 0.22 -0.06 -0.03
O 5.940 2.310 11.713 0.02 0.08 -0.01
H 6.440 2.635 12.468 -0.05 -0.02 0.06
H 6.444 2.599 10.946 -0.03 -0.12 -0.07
O 6.233 0.730 -10.134 -0.10 0.09 0.07
H 5.454 0.283 -10.474 -0.02 0.00 -0.01
H 6.422 0.275 -9.302 0.19 -0.18 -0.11
O -2.524 5.235 6.893 0.04 -0.03 0.12
H -2.903 5.574 7.710 -0.02 0.08 -0.03
H -1.983 4.486 7.170 -0.09 -0.07 -0.22
O 2.988 -0.837 -7.139 0.06 0.03 0.10
H 2.217 -1.289 -7.493 0.01 -0.01 -0.06
H 3.160 -1.277 -6.299 -0.09 -0.05 0.09
O 6.205 2.298 -0.953 -0.01 0.00 -0.04
H 5.800 1.447 -1.157 0.03 0.11 0.05
H 5.693 2.626 -0.207 -0.01 0.01 0.02
O -0.435 -0.168 5.035 0.07 0.01 0.02
H 0.419 0.278 5.047 0.04 0.01 -0.08
H -1.019 0.434 5.510 -0.07 0.02 -0.04
O -1.895 4.887 -8.459 -0.09 -0.07 -0.07
H -2.271 5.232 -7.644 0.02 0.02 0.03
H -1.363 4.139 -8.168 0.11 0.14 0.06
O -5.153 -1.591 9.208 -0.11 -0.05 -0.02
H -5.295 -2.326 8.593 0.23 0.18 -0.05
H -5.704 -0.883 8.864 -0.03 0.02 0.06